1.
DFT (ωB97M-V/def2-TZVPD) results for a structure of composition C7H17NO2P3.

The geometry in XYZ format:
```
30
Properties=species:S:1:pos:R:3:nbo_charge:R:1
C 1.086 1.737 1.470 -0.45
C 1.241 1.467 -0.974 -0.43
C -1.692 -1.936 -0.213 -0.40
C -1.127 -0.607 -0.575 -0.44
C -0.760 -3.140 -0.095 -0.52
C -0.341 0.084 0.537 -0.25
C 0.308 -2.865 0.893 -0.83
N 0.372 1.348 0.295 -0.36
O 1.976 -1.856 -0.880 -1.04
O -1.525 -2.445 2.907 -1.04
P 2.014 -2.242 0.494 1.38
P -0.095 -2.703 2.724 1.27
P 1.077 -4.820 1.990 0.32
H 1.904 1.084 1.694 0.24
H 1.536 2.816 1.467 0.26
H 0.451 1.652 2.426 0.25
H 2.168 2.001 -0.893 0.25
H 1.589 0.461 -1.254 0.27
H 0.592 1.975 -1.668 0.23
H -2.253 -1.911 0.683 0.24
H -2.504 -2.192 -0.903 0.24
H -1.949 -0.032 -1.098 0.24
H -0.385 -0.885 -1.319 0.23
H -0.224 -3.167 -1.115 0.22
H -1.274 -3.964 0.175 0.24
H -0.997 0.366 1.399 0.23
H 0.260 -0.791 0.910 0.23
H -0.461 2.007 0.175 0.44
H 2.306 -4.022 2.029 0.00
H 1.126 -5.068 0.623 -0.01
```

Calculated values
**Kohn-Sham gap**: 7.6 eV
**E_HOMO**: -12.035 eV
**E**: -1505.8512 hartree
**Largest force on an atom**: 0.1151 hartree/bohr
**Energy relative to the best compared isomer or geometry (same formula, charge and spin)**: 1.2149 eV
**Net charge**: +1
**Multiplicity**: 1

2.
DFT (ωB97M-V/def2-TZVPD) results for a cluster of 2 separate species, C19H38N2O5P in total.

The geometry in XYZ format:
```
65
Properties=species:S:1:pos:R:3:nbo_charge:R:1
C 6.169 0.309 3.363 -0.62
C 6.954 0.990 2.235 -0.39
C 6.065 1.713 1.201 -0.39
C 4.994 0.771 0.586 -0.41
C 3.578 1.295 0.888 -0.39
C 3.211 2.420 -0.097 -0.40
C 1.686 2.629 -0.240 -0.38
C 1.104 3.619 0.802 -0.40
C 0.048 2.969 1.714 -0.40
C -1.261 2.772 0.947 -0.40
C -2.293 2.006 1.793 -0.46
C -2.048 0.532 1.822 0.47
N -2.517 -0.418 2.634 -0.46
C -2.036 -1.649 2.240 -0.04
C -1.228 -1.464 1.163 0.15
C -0.472 -2.470 0.339 -0.55
C 0.480 -1.692 -0.580 0.43
O 0.182 -1.386 -1.696 -0.48
N -1.263 -0.092 0.950 -0.48
H 6.808 -0.428 3.851 0.22
H 5.861 1.048 4.106 0.20
H 5.278 -0.222 3.022 0.19
H 7.582 1.760 2.695 0.21
H 7.648 0.300 1.747 0.20
H 5.537 2.498 1.751 0.19
H 6.718 2.166 0.455 0.21
H 5.113 -0.256 0.935 0.20
H 5.165 0.743 -0.495 0.21
H 3.549 1.719 1.897 0.20
H 2.877 0.455 0.817 0.17
H 3.719 3.361 0.123 0.21
H 3.562 2.095 -1.082 0.20
H 1.218 1.638 -0.202 0.16
H 1.548 3.074 -1.228 0.22
H 1.899 4.088 1.381 0.22
H 0.580 4.401 0.244 0.21
H -0.120 3.673 2.535 0.22
H 0.429 2.038 2.150 0.19
H -1.705 3.747 0.741 0.24
H -1.071 2.315 -0.029 0.20
H -2.309 2.417 2.803 0.25
H -3.268 2.150 1.317 0.26
H -3.152 -0.192 3.385 0.45
H -2.290 -2.577 2.723 0.26
H -1.179 -3.058 -0.245 0.27
H 0.153 -3.079 0.993 0.26
H 1.454 -1.383 -0.155 0.14
H -0.755 0.370 0.208 0.45
C -2.714 -1.367 -2.519 -0.28
O -3.737 -2.269 -2.040 -0.74
P -5.181 -2.348 -2.873 2.49
O -6.054 -2.940 -1.832 -1.09
O -4.614 -3.425 -3.949 -0.83
C -4.170 -4.697 -3.484 -0.25
O -6.182 -1.682 -3.958 -0.80
C -7.296 -2.479 -4.367 -0.24
H -1.851 -1.483 -1.867 0.19
H -2.422 -1.612 -3.543 0.20
H -3.065 -0.334 -2.472 0.17
H -4.640 -4.967 -2.538 0.20
H -3.085 -4.692 -3.365 0.17
H -4.433 -5.436 -4.238 0.20
H -8.001 -2.605 -3.549 0.21
H -6.967 -3.446 -4.743 0.19
H -7.786 -1.935 -5.172 0.20
```

Calculated values
**Kohn-Sham gap**: 9.4 eV
**E_HOMO**: -12.215 eV
**E**: -1573.6070 hartree
**Largest force on an atom**: 0.1227 hartree/bohr
**Energy relative to the best compared isomer or geometry (same formula, charge and spin)**: 0.0000 eV
**Net charge**: +1
**Multiplicity**: 1

3.
DFT (ωB97M-V/def2-TZVPD) results for an isolated molecule of C26H31N5O3S.

The geometry in XYZ format:
```
66
Properties=species:S:1:pos:R:3:nbo_charge:R:1
C 8.998 1.353 1.624 -0.59
H 8.736 2.209 1.007 0.20
H 9.284 0.534 0.967 0.21
H 9.852 1.618 2.243 0.21
C 7.810 0.942 2.498 -0.41
C 6.633 0.574 1.641 -0.03
C 6.467 -0.725 1.179 -0.21
C 5.415 -1.067 0.351 -0.18
C 4.500 -0.094 -0.034 0.12
C 4.654 1.211 0.423 -0.23
C 5.710 1.537 1.250 -0.19
H 5.819 2.554 1.598 0.21
H 3.943 1.970 0.127 0.21
N 3.414 -0.358 -0.881 -0.59
C 3.064 -1.510 -1.471 0.69
O 3.605 -2.591 -1.341 -0.63
C 1.834 -1.414 -2.396 -0.48
C 0.763 -2.341 -1.892 0.35
N 1.046 -3.630 -1.746 -0.76
H 2.016 -3.915 -1.721 0.43
H 0.296 -4.171 -1.306 0.45
C -0.456 -1.759 -1.629 -0.31
C -0.535 -0.355 -1.884 0.24
N -1.542 0.364 -1.643 -0.54
C -1.764 1.709 -1.826 0.12
C -2.780 2.261 -1.040 -0.17
C -3.104 3.596 -1.157 -0.21
C -2.437 4.398 -2.071 -0.23
C -1.446 3.851 -2.870 -0.20
C -1.105 2.516 -2.754 -0.24
H -0.345 2.098 -3.396 0.21
H -0.933 4.469 -3.592 0.21
H -2.693 5.442 -2.166 0.21
H -3.885 4.017 -0.540 0.21
H -3.289 1.616 -0.340 0.22
S 1.063 0.217 -2.555 0.18
C -1.559 -2.571 -1.071 0.66
O -1.410 -3.772 -0.829 -0.70
N -2.714 -1.925 -0.865 -0.62
C -3.868 -2.548 -0.276 -0.23
C -4.224 -1.907 1.071 -0.22
N -4.495 -0.486 0.918 -0.46
C -4.266 0.304 2.118 -0.24
C -5.389 0.146 3.150 -0.09
H -5.238 0.820 3.995 0.20
O -6.638 0.493 2.590 -0.53
C -6.921 -0.296 1.454 -0.09
C -5.817 -0.172 0.394 -0.25
H -6.041 -0.824 -0.451 0.20
H -5.788 0.862 0.036 0.20
H -7.872 0.069 1.062 0.20
H -7.043 -1.348 1.755 0.16
H -5.419 -0.891 3.520 0.16
H -3.305 0.029 2.556 0.21
H -4.224 1.356 1.816 0.20
H -5.062 -2.469 1.510 0.17
H -3.363 -2.012 1.734 0.21
H -4.712 -2.471 -0.970 0.19
H -3.631 -3.605 -0.126 0.24
H -2.723 -0.918 -1.016 0.45
H 2.166 -1.732 -3.390 0.27
H 2.829 0.447 -1.093 0.42
H 5.301 -2.079 0.003 0.24
H 7.174 -1.487 1.473 0.21
H 7.545 1.771 3.157 0.21
H 8.098 0.091 3.117 0.21
```

Calculated values
**Kohn-Sham gap**: 8.3 eV
**E_HOMO**: -7.940 eV
**E**: -1907.1039 hartree
**Largest force on an atom**: 0.0165 hartree/bohr
**Energy relative to the best compared isomer or geometry (same formula, charge and spin)**: 0.1198 eV
**Multiplicity**: 1
**SMILES string**: CCc1ccc(NC(=O)[C@@H]2S/C(=N\c3ccccc3)C(C(=O)NCCN3CCOCC3)=C2N)cc1

4.
DFT (ωB97M-V/def2-TZVPD) results for an isolated molecule of C22H29NO2.

The geometry in XYZ format:
```
54
Properties=species:S:1:pos:R:3:nbo_charge:R:1
C 3.950 4.105 -1.701 -0.60
H 4.813 3.820 -1.103 0.21
H 4.132 3.804 -2.730 0.20
C 2.686 3.441 -1.168 -0.24
C 1.455 3.852 -1.979 -0.40
C 0.220 3.115 -1.470 -0.42
C 0.475 1.604 -1.515 -0.21
N 1.640 1.198 -0.755 -0.46
C 1.467 1.175 0.685 -0.25
H 1.880 2.060 1.187 0.19
C 2.155 -0.072 1.278 0.09
O 2.223 -0.008 2.680 -0.71
H 1.343 -0.232 3.009 0.47
C 1.405 -1.328 0.824 -0.10
O 0.162 -1.338 1.496 -0.56
C -0.700 -2.376 1.069 0.06
C -1.245 -2.099 -0.320 -0.06
C -0.956 -2.934 -1.390 -0.16
C -1.452 -2.651 -2.651 -0.22
C -2.236 -1.529 -2.853 -0.21
C -2.527 -0.691 -1.789 -0.21
C -2.034 -0.975 -0.529 -0.21
H -2.261 -0.329 0.306 0.22
H -3.139 0.185 -1.943 0.21
H -2.620 -1.307 -3.838 0.21
H -1.221 -3.307 -3.478 0.21
H -0.341 -3.810 -1.236 0.20
C -1.857 -2.507 2.032 0.06
C -2.646 -3.650 1.992 -0.24
C -3.733 -3.777 2.836 -0.19
C -4.044 -2.764 3.728 -0.22
C -3.262 -1.623 3.769 -0.20
C -2.175 -1.493 2.923 -0.25
H -1.561 -0.606 2.953 0.22
H -3.500 -0.829 4.462 0.21
H -4.893 -2.865 4.388 0.21
H -4.340 -4.670 2.799 0.21
H -2.404 -4.440 1.295 0.21
H -0.138 -3.327 1.051 0.18
H 1.974 -2.234 1.087 0.17
H 1.271 -1.288 -0.263 0.20
H 3.188 -0.122 0.921 0.18
H 0.403 1.114 0.925 0.20
C 2.823 1.909 -1.201 -0.21
H 3.667 1.597 -0.583 0.20
H 3.023 1.594 -2.231 0.19
H -0.391 1.052 -1.146 0.21
H 0.646 1.301 -2.554 0.19
H -0.650 3.360 -2.082 0.21
H 0.008 3.417 -0.442 0.19
H 1.308 4.932 -1.914 0.21
H 1.619 3.598 -3.030 0.19
H 2.537 3.757 -0.129 0.19
H 3.854 5.188 -1.673 0.21
```

Calculated values
**Kohn-Sham gap**: 8.9 eV
**E_HOMO**: -8.070 eV
**E**: -1060.9455 hartree
**Largest force on an atom**: 0.0127 hartree/bohr
**Energy relative to the best compared isomer or geometry (same formula, charge and spin)**: 1.3687 eV
**Multiplicity**: 1
**SMILES string**: C[C@H]1CCCN(C[C@@H](O)COC(c2ccccc2)c2ccccc2)C1

5.
DFT (ωB97M-V/def2-TZVPD) results for a structure of composition H8Li2O12S2.

The geometry in XYZ format:
```
24
Properties=species:S:1:pos:R:3:nbo_charge:R:1
Li 11.975 6.237 -9.523 0.94
Li 9.471 5.752 -10.978 0.87
S 9.098 5.091 -8.388 2.59
O 9.428 3.684 -8.073 -1.09
O 8.278 5.154 -9.645 -1.15
O 8.400 5.770 -7.292 -1.04
O 10.360 5.835 -8.732 -1.20
S 11.027 8.576 -10.991 2.60
O 10.093 9.417 -10.253 -1.04
O 10.290 7.389 -11.589 -1.18
O 11.698 9.293 -12.090 -1.09
O 12.064 7.999 -10.069 -1.18
O 8.627 5.761 -12.894 -0.95
H 9.080 6.520 -13.279 0.50
H 8.084 5.377 -13.583 0.47
O 11.577 6.997 -13.933 -1.02
H 12.197 7.710 -13.736 0.48
H 11.133 6.947 -13.060 0.50
O 6.699 7.110 -10.819 -1.00
H 7.220 7.918 -10.773 0.47
H 7.167 6.506 -10.206 0.51
O 10.531 4.010 -10.984 -0.97
H 10.533 3.558 -10.126 0.52
H 11.109 3.534 -11.581 0.47
```

Calculated values
**Kohn-Sham gap**: 6.5 eV
**E_HOMO**: -2.280 eV
**E**: -1719.4401 hartree
**Largest force on an atom**: 0.0251 hartree/bohr
**Energy relative to the best compared isomer or geometry (same formula, charge and spin)**: 0.0000 eV
**Net charge**: -2
**Multiplicity**: 1

Please write out number 5 again, unchanged.
DFT (ωB97M-V/def2-TZVPD) results for a structure of composition H8Li2O12S2.

The geometry in XYZ format:
```
24
Properties=species:S:1:pos:R:3:nbo_charge:R:1
Li 11.975 6.237 -9.523 0.94
Li 9.471 5.752 -10.978 0.87
S 9.098 5.091 -8.388 2.59
O 9.428 3.684 -8.073 -1.09
O 8.278 5.154 -9.645 -1.15
O 8.400 5.770 -7.292 -1.04
O 10.360 5.835 -8.732 -1.20
S 11.027 8.576 -10.991 2.60
O 10.093 9.417 -10.253 -1.04
O 10.290 7.389 -11.589 -1.18
O 11.698 9.293 -12.090 -1.09
O 12.064 7.999 -10.069 -1.18
O 8.627 5.761 -12.894 -0.95
H 9.080 6.520 -13.279 0.50
H 8.084 5.377 -13.583 0.47
O 11.577 6.997 -13.933 -1.02
H 12.197 7.710 -13.736 0.48
H 11.133 6.947 -13.060 0.50
O 6.699 7.110 -10.819 -1.00
H 7.220 7.918 -10.773 0.47
H 7.167 6.506 -10.206 0.51
O 10.531 4.010 -10.984 -0.97
H 10.533 3.558 -10.126 0.52
H 11.109 3.534 -11.581 0.47
```

Calculated values
**Kohn-Sham gap**: 6.5 eV
**E_HOMO**: -2.280 eV
**E**: -1719.4401 hartree
**Largest force on an atom**: 0.0251 hartree/bohr
**Energy relative to the best compared isomer or geometry (same formula, charge and spin)**: 0.0000 eV
**Net charge**: -2
**Multiplicity**: 1

E_HOMO of number 1 (C7H17NO2P3)?
-12.035 eV